No. 1
DFT (ωB97M-V/def2-TZVPD) results for C11H26AlN4O7 as an isolated structure in a non-equilibrium geometry.

Calculated values
Charge: +1
Calculated total energy, Ha: -1422.56713
HOMO (alpha / beta), eV: -10.383 / -10.469
F_max, eV/Å: 4.511
Lowest unoccupied orbital energy (alpha / beta), eV: -5.1 / -5.1
Energy relative to the best compared isomer or geometry (same formula, charge and spin), eV: 0.000

Cartesian coordinates (Å):
O  -0.72338  -3.18124  -2.54613
H  -0.48510  -3.80412  -3.25525
Al  0.24131  -0.30055  -0.02114
N  -0.01304  -0.44568  1.88701
N  -1.41134  -1.27580  0.02578
N  1.71335  0.90928  0.06068
N  0.53540  -0.03804  -1.86519
O  0.77286  0.08705  2.79041
O  2.22177  1.45653  1.20956
O  -0.40011  -0.34476  -2.84317
O  -2.16311  -1.26674  -1.02619
C  -1.94775  -1.52874  1.25730
C  -1.17195  -1.01037  2.31271
C  2.15915  1.41925  -1.10142
C  1.48019  0.86246  -2.21307
C  -1.52318  -0.94322  3.74453
H  -1.61819  0.10221  4.06838
H  -0.75714  -1.42486  4.36549
H  -2.48390  -1.43478  3.92773
C  -3.28108  -2.14837  1.33873
H  -3.29317  -3.10415  0.80208
H  -4.03992  -1.49407  0.89285
H  -3.55854  -2.32509  2.37978
C  3.16345  2.50977  -1.18381
C  1.69266  1.27360  -3.61861
H  3.76656  2.55258  -0.27343
H  2.66912  3.48285  -1.32567
H  3.81719  2.35641  -2.05243
H  0.86934  0.93663  -4.25382
H  2.63034  0.84353  -3.99639
H  1.77744  2.36536  -3.69254
H  1.69130  0.96063  1.96206
H  -1.11441  -0.88031  -2.36111
C  0.36553  -3.19275  -1.59313
H  -0.08153  -3.04365  -0.61245
H  1.11534  -2.44409  -1.85685
H  0.84894  -4.18298  -1.58793
O  1.89562  -1.94095  0.59772
H  2.77266  -1.64236  0.30964
H  1.86963  -1.86776  1.57586
C  -1.11478  2.86719  1.82444
C  -0.96600  2.71434  0.34033
O  -1.05854  1.30148  -0.01300
H  -2.11824  2.56901  2.15053
H  -0.97912  3.91880  2.09061
H  -0.36840  2.28005  2.36596
H  -1.75709  3.25424  -0.19126
H  0.00250  3.07853  -0.01956
H  -1.64263  1.16362  -0.77663

=====

No. 2
DFT (ωB97M-V/def2-TZVPD) results for a 3-piece molecular cluster, C11H26BI2O10P2 overall in a non-equilibrium geometry.

Calculated values
Charge: -1
Calculated total energy, Ha: -2490.17689
HOMO, eV: -3.964
F_max, eV/Å: 5.269
Lowest unoccupied orbital energy, eV: 2.1

Cartesian coordinates (Å):
C  1.69321  5.84305  0.49652
C  0.22293  5.54804  -0.20535
I  0.27117  4.93035  -2.32238
C  -1.08391  5.67236  0.55175
I  -0.84283  6.35165  2.66430
C  -2.56536  5.36613  -0.08009
C  -3.84847  5.16958  0.97468
O  -4.42898  3.79934  0.77993
B  -3.29782  3.05294  0.12413
O  -2.78323  4.09326  -0.83271
H  2.53895  5.38903  -0.21304
H  1.83082  5.29858  1.53859
H  1.86723  7.00233  0.53941
H  -2.90743  6.37252  -0.62365
H  -3.61286  5.14070  2.12488
H  -4.68540  6.01933  0.93888
H  -3.73636  2.07451  -0.40979
H  -2.32804  2.90585  0.80863
C  -3.52523  -1.06323  3.27981
O  -2.29771  -1.75315  3.18592
P  -1.14241  -1.08443  2.28481
O  -1.50387  0.20130  1.61007
O  -0.72254  -2.27839  1.28798
C  -1.69998  -2.71165  0.36604
O  0.10275  -1.00365  3.30157
C  1.33748  -0.57966  2.76424
H  -4.03056  -1.07164  2.31019
H  -4.15744  -1.57296  4.01119
H  -3.36326  -0.03398  3.61079
H  -2.19839  -1.85988  -0.10487
H  -2.43752  -3.33385  0.87947
H  -1.21248  -3.30813  -0.40908
H  1.25099  0.43515  2.36711
H  1.66244  -1.26202  1.97395
H  2.08593  -0.58604  3.56059
C  5.04478  -2.85579  -3.35722
O  3.65668  -2.76428  -3.11968
P  2.98566  -3.91444  -2.21372
O  3.90989  -4.98917  -1.73436
O  1.76313  -4.42970  -3.12773
C  2.10015  -5.06984  -4.34006
O  2.24682  -3.07348  -1.05715
C  1.43483  -3.80105  -0.16029
H  5.25676  -3.72346  -3.98795
H  5.37015  -1.95253  -3.87941
H  5.59179  -2.93368  -2.41390
H  2.91056  -5.78861  -4.19080
H  2.40087  -4.32174  -5.07804
H  1.22123  -5.60126  -4.71335
H  2.03372  -4.53533  0.38485
H  0.62912  -4.30553  -0.70074
H  0.99205  -3.10344  0.55504

=====

No. 3
DFT (ωB97M-V/def2-TZVPD) results for C11H26HgN4O7S as an isolated structure in a non-equilibrium geometry.

Calculated values
Charge: 0
Calculated total energy, Ha: -1731.59846
HOMO (alpha / beta), eV: -7.016 / -7.117
F_max, eV/Å: 6.022
Lowest unoccupied orbital energy (alpha / beta), eV: -1.6 / -2.2
Energy relative to the best compared isomer or geometry (same formula, charge and spin), eV: 1.295

Cartesian coordinates (Å):
O  -3.75085  0.79834  -1.34477
H  -3.68863  1.02518  -0.38563
Hg  -1.20194  -0.61804  -0.75564
N  -0.10026  -1.55295  1.11987
N  -2.42048  -0.25025  1.16047
N  0.92970  -0.66732  -1.61569
N  -0.86425  1.32429  -2.21181
O  1.14448  -1.87203  1.13153
O  1.89505  -1.45491  -1.15819
O  -1.56229  2.35827  -2.46339
O  -3.45296  0.44913  1.16547
C  -2.04304  -0.85992  2.32183
C  -0.78155  -1.56167  2.27899
C  1.33427  0.29055  -2.46656
C  0.35829  1.30887  -2.75941
C  -0.03333  -2.08365  3.43752
H  0.72337  -1.37837  3.79331
H  0.49193  -3.01366  3.21128
H  -0.69522  -2.27871  4.26792
C  -2.76568  -0.75084  3.62290
H  -3.72535  -0.28278  3.43687
H  -2.21050  -0.13795  4.33959
H  -2.92809  -1.72706  4.09308
C  2.69637  0.38693  -3.04801
C  0.51820  2.44249  -3.69312
H  3.30251  -0.43022  -2.70458
H  3.15348  1.33416  -2.76900
H  2.64411  0.37687  -4.13529
H  0.27561  3.37140  -3.16928
H  -0.24264  2.35959  -4.47983
H  1.49711  2.50255  -4.13995
H  1.59325  -1.67976  -0.13164
H  -3.09044  1.39430  -1.74916
C  -2.76115  -1.24347  -1.85891
H  -2.92018  -2.03490  -1.03856
H  -2.09045  -1.43571  -2.79171
H  -3.83945  -1.10037  -2.26440
O  2.05528  -4.31056  -1.62960
H  1.93283  -3.36785  -1.50290
H  1.21090  -4.70819  -1.47789
C  2.71411  0.78432  1.78186
S  1.05029  1.42527  1.95135
C  1.49415  3.14885  2.15614
O  0.37048  1.31136  0.62696
H  3.26199  1.03319  2.69897
H  3.16642  1.26249  0.90499
H  2.64512  -0.30151  1.65129
H  1.91453  3.49877  1.21130
H  0.58126  3.69298  2.40673
H  2.21366  3.22251  2.97470

=====

No. 4
DFT (ωB97M-V/def2-TZVPD) results for C11H26InNO4PS as an isolated structure in a non-equilibrium geometry.

Calculated values
Charge: +3
Calculated total energy, Ha: -1718.86248
HOMO, eV: -17.368
F_max, eV/Å: 4.566
Lowest unoccupied orbital energy, eV: -14.6

Cartesian coordinates (Å):
C  -0.57840  0.75935  -4.50340
C  -1.00578  1.22732  -3.12887
O  0.11582  1.58064  -2.28956
C  0.96773  0.67553  -1.96688
P  0.92175  0.13676  0.17006
N  2.67062  0.01843  -0.02419
S  -1.31005  0.27921  0.08039
C  1.05265  1.50222  1.37297
C  0.42090  1.15363  2.73412
C  -0.76622  2.06603  3.07951
C  -0.33513  3.31544  3.87483
O  -0.49367  4.45542  3.08227
C  0.88173  -1.59730  0.83884
C  -0.20362  -2.60991  0.46968
C  -0.45037  -2.84512  -1.00983
C  -1.55328  -3.83258  -1.26166
O  -2.64798  -3.50767  -1.50956
O  -1.21344  -5.18766  -1.15266
H  -0.57502  -0.31896  -4.55200
H  -1.27957  1.09542  -5.24475
H  0.42700  1.07137  -4.73072
H  -1.63773  0.49951  -2.62410
H  -1.59850  2.12157  -3.19268
H  1.96157  1.06625  -2.09664
H  0.88043  -0.28948  -2.45559
H  3.02038  -0.62546  -0.73076
H  3.12029  0.91590  -0.19422
H  -1.44085  1.58660  -0.14457
H  2.08774  1.73988  1.54741
H  0.58201  2.38261  0.96274
H  1.18717  1.20160  3.48762
H  0.04211  0.14361  2.76635
H  -1.51041  1.49880  3.60873
H  -1.19401  2.42936  2.15981
H  -1.01306  3.38525  4.72301
H  0.67387  3.24350  4.24677
H  0.27076  5.03074  3.14463
H  0.93083  -1.53316  1.91386
H  1.81589  -2.03298  0.52516
H  -1.13506  -2.44313  0.98916
H  0.17691  -3.57165  0.85858
H  -0.84393  -1.96021  -1.47879
H  0.45471  -3.15548  -1.51320
H  -1.77303  -5.64635  -1.80548
In  -0.10373  -5.42488  0.97360

=====

> charge of number 2 (C11H26BI2O10P2)?

-1

=====

What did the second record say?
DFT (ωB97M-V/def2-TZVPD) results for a 3-piece molecular cluster, C11H26BI2O10P2 overall in a non-equilibrium geometry.

Calculated values
Charge: -1
Calculated total energy, Ha: -2490.17689
HOMO, eV: -3.964
F_max, eV/Å: 5.269
Lowest unoccupied orbital energy, eV: 2.1

Cartesian coordinates (Å):
C  1.69321  5.84305  0.49652
C  0.22293  5.54804  -0.20535
I  0.27117  4.93035  -2.32238
C  -1.08391  5.67236  0.55175
I  -0.84283  6.35165  2.66430
C  -2.56536  5.36613  -0.08009
C  -3.84847  5.16958  0.97468
O  -4.42898  3.79934  0.77993
B  -3.29782  3.05294  0.12413
O  -2.78323  4.09326  -0.83271
H  2.53895  5.38903  -0.21304
H  1.83082  5.29858  1.53859
H  1.86723  7.00233  0.53941
H  -2.90743  6.37252  -0.62365
H  -3.61286  5.14070  2.12488
H  -4.68540  6.01933  0.93888
H  -3.73636  2.07451  -0.40979
H  -2.32804  2.90585  0.80863
C  -3.52523  -1.06323  3.27981
O  -2.29771  -1.75315  3.18592
P  -1.14241  -1.08443  2.28481
O  -1.50387  0.20130  1.61007
O  -0.72254  -2.27839  1.28798
C  -1.69998  -2.71165  0.36604
O  0.10275  -1.00365  3.30157
C  1.33748  -0.57966  2.76424
H  -4.03056  -1.07164  2.31019
H  -4.15744  -1.57296  4.01119
H  -3.36326  -0.03398  3.61079
H  -2.19839  -1.85988  -0.10487
H  -2.43752  -3.33385  0.87947
H  -1.21248  -3.30813  -0.40908
H  1.25099  0.43515  2.36711
H  1.66244  -1.26202  1.97395
H  2.08593  -0.58604  3.56059
C  5.04478  -2.85579  -3.35722
O  3.65668  -2.76428  -3.11968
P  2.98566  -3.91444  -2.21372
O  3.90989  -4.98917  -1.73436
O  1.76313  -4.42970  -3.12773
C  2.10015  -5.06984  -4.34006
O  2.24682  -3.07348  -1.05715
C  1.43483  -3.80105  -0.16029
H  5.25676  -3.72346  -3.98795
H  5.37015  -1.95253  -3.87941
H  5.59179  -2.93368  -2.41390
H  2.91056  -5.78861  -4.19080
H  2.40087  -4.32174  -5.07804
H  1.22123  -5.60126  -4.71335
H  2.03372  -4.53533  0.38485
H  0.62912  -4.30553  -0.70074
H  0.99205  -3.10344  0.55504

=====

> What is the F_max in the third record?

6.022 eV/Å

=====

> Among the records above, which one has the highest F_max?

C11H26HgN4O7S